# C18H44BN3O7S

5 unconnected molecules or ions with the total composition C18H44BN3O7S at a distorted geometry (wB97M-V/def2-TZVPD, the OMol25 dataset).

Geometry as XYZ:
```
74
Properties=species:S:1:pos:R:3:forces:R:3
S 6.794 -6.820 4.076 -3.4 4.5 2.7
O 2.190 0.761 3.101 0.1 0.0 -0.1
O -1.087 0.433 -8.333 0.0 0.0 0.1
O 3.319 -6.641 7.527 0.0 3.9 -3.2
O -3.083 1.466 4.591 0.1 0.0 0.1
O 3.494 -4.309 8.229 1.1 -5.9 -7.0
O 1.707 -4.249 4.759 3.6 -0.5 -1.2
O -0.505 0.433 -2.142 0.0 0.0 0.1
N 4.034 -4.895 5.810 -4.5 0.4 2.2
N 5.376 -4.566 5.697 4.5 -5.5 -4.7
N 3.561 -2.478 4.764 1.2 -2.0 0.0
C 5.888 -5.576 4.873 1.4 1.0 2.0
C -3.416 2.817 4.280 0.0 -0.1 0.1
C -4.878 3.147 4.523 -0.2 -0.1 -0.1
C 1.852 3.054 2.276 0.0 0.2 0.2
C -0.559 -1.079 -10.201 0.0 0.2 -0.2
C -0.384 0.150 -4.584 0.2 -0.1 0.0
C 3.619 -5.199 7.234 -1.1 1.9 5.7
C 1.459 1.589 2.201 0.2 -0.1 0.1
C 0.805 -0.039 -1.838 -0.1 0.1 0.1
C 1.847 1.064 -1.787 0.1 0.2 -0.2
C -0.675 1.066 -3.408 -0.1 -0.2 0.0
C -3.749 0.457 3.837 0.2 0.0 0.0
C -1.336 -0.842 -8.918 0.1 0.0 0.1
C 0.613 0.875 4.987 -0.2 0.1 -0.2
C 2.039 1.042 4.490 -0.1 -0.2 0.1
C -3.456 0.524 2.348 0.0 0.2 -0.1
C -1.440 1.572 -9.113 -0.1 0.0 0.2
C -2.924 1.650 -9.428 -0.1 -0.2 -0.1
B 3.118 -3.887 5.141 -1.7 1.4 -1.2
H 2.425 2.039 4.722 -0.1 0.1 0.0
H -1.025 -1.588 -8.178 0.0 0.3 0.1
H -2.376 0.549 2.166 -0.1 -0.1 0.1
H -3.120 3.055 3.254 -0.1 0.0 -0.1
H -2.802 3.445 4.935 0.0 -0.3 0.0
H 0.217 -0.106 4.706 0.1 0.1 0.1
H -0.652 0.639 -5.525 0.0 -0.1 0.1
H -4.825 0.483 4.030 -0.1 0.0 -0.1
H -0.948 -0.784 -4.496 0.0 0.2 0.0
H 1.565 3.496 3.234 0.0 0.0 -0.1
H -0.839 1.611 -10.027 0.0 0.0 -0.1
H 2.803 0.671 -1.428 -0.1 0.0 0.0
H -0.902 -0.418 -11.003 0.0 -0.1 0.0
H -0.076 1.981 -3.461 0.1 0.0 0.0
H -0.687 -2.111 -10.540 0.0 0.1 0.1
H 1.357 3.624 1.483 0.1 -0.1 0.1
H -1.724 1.378 -3.459 0.1 -0.1 0.3
H 4.012 -2.462 3.806 -1.0 0.2 1.3
H 1.524 1.872 -1.123 0.0 -0.1 0.0
H 0.383 1.459 2.352 0.0 0.1 0.1
H -5.177 2.859 5.536 0.1 0.1 -0.1
H 0.676 -0.112 -4.634 0.0 0.0 -0.1
H -3.882 -0.342 1.834 0.1 0.1 0.1
H 0.573 0.975 6.076 0.0 0.0 -0.1
H 2.679 0.330 5.021 0.0 0.0 -0.3
H -0.051 1.631 4.558 0.0 0.0 0.1
H 1.097 -0.829 -2.537 0.1 0.0 -0.1
H 1.760 -4.514 3.773 -0.4 0.6 2.3
H -5.530 2.613 3.826 0.0 0.1 0.0
H -1.163 2.451 -8.521 0.1 -0.3 0.1
H 2.015 1.501 -2.776 0.1 -0.1 0.1
H 2.936 3.170 2.173 -0.1 -0.1 -0.1
H -5.055 4.219 4.392 0.0 -0.1 0.0
H 0.507 -0.884 -10.050 -0.1 -0.1 0.0
H -3.520 1.559 -8.513 0.1 0.1 -0.1
H -3.233 0.844 -10.100 0.0 0.1 0.0
H -3.164 2.600 -9.914 0.0 -0.1 0.1
H 4.295 -2.105 5.405 -0.6 -0.6 -0.7
H 2.964 -6.968 6.626 1.0 0.5 1.9
H 1.678 1.220 1.193 0.1 -0.1 0.2
H -3.388 -0.504 4.220 0.0 0.3 0.1
H -2.410 -0.986 -9.072 0.0 0.0 -0.1
H 0.743 -0.507 -0.849 -0.2 0.1 -0.1
H -3.884 1.424 1.897 0.0 -0.1 0.0
```
Positions in Å, forces in eV/Å.

Computed properties:
**Highest occupied orbital energy**: -9.41 eV
**DFT total energy**: -49689.0829 eV
**SMILES**: NB(O)N(N=C=S)C(=O)O.CCOCC.CCOCC.CCOCC.CCOCC
**Multiplicity**: 1